(1)
The following is a DFT calculation (ωB97M-V with the def2-TZVPD basis set) of a cluster of 4 separate species, C4H17N3O4 in total at a distorted geometry.

Atoms and positions in Å:
O 0.41069 0.04810 1.08966
C -0.65210 -0.53283 1.16711
N -0.88528 -1.43633 2.18875
C -1.59068 -0.40937 -0.12477
C -2.26283 -1.72688 -0.51019
N -0.73793 0.07003 -1.26609
C -1.19993 1.44732 -1.67744
N -0.14597 2.45203 -1.96310
H -1.80598 -1.58410 2.56865
H -0.21286 -1.36019 2.94837
H -2.27307 0.43415 0.10964
H -2.83200 -1.90672 0.43038
H -3.04114 -1.52367 -1.24585
H -1.50831 -2.52065 -0.67219
H 0.17276 0.31334 -0.83251
H -1.93978 1.87005 -0.99777
H -1.61671 1.37510 -2.69262
H -0.00303 3.19295 -1.29557
H 0.70733 1.88272 -1.97631
H 1.62148 0.87681 2.29138
H 2.50667 1.87568 1.51356
O 2.39584 1.46041 2.37474
H 1.64545 -1.80098 0.73263
H 1.67498 -3.10665 0.02048
O 1.96179 -2.19100 -0.09262
H 3.64578 0.75322 -0.02080
H 3.01534 0.93321 -1.50239
O 2.94951 1.11425 -0.56511

Its SMILES is C[C@H](NCN)C(N)=O.O.O.O. The HOMO energy comes out at -9.23 eV. As for the net charge: 0. The relative energy (zero: lowest compared OMol25 entry of this formula, charge and spin) is 170.7 kJ/mol.

(2)
The following is a DFT calculation (ωB97M-V with the def2-TZVPD basis set) of a structure of composition C4H17NO3 at a distorted geometry.

Atoms and positions in Å:
C 0.58130 1.03571 1.10251
N 1.20252 -0.35395 0.73382
C 2.30313 0.82649 -1.21064
C 1.26175 -0.32908 -0.81833
C -0.00142 -0.35539 -1.56114
H 1.21382 1.94023 1.16911
H -0.06007 0.92817 1.97398
H -0.13819 1.13633 0.24525
H 2.19229 -0.48625 1.14172
H 3.11562 0.54722 -1.83830
H 2.63672 1.36491 -0.33816
H 1.53419 1.63099 -1.71643
H 1.73413 -1.33132 -0.96820
H 0.02769 -0.40965 -2.66151
H -0.74806 0.44880 -1.28824
H -0.51494 -1.26071 -1.22895
H -3.53856 -1.10068 1.16339
H -1.96606 -1.26411 1.16083
O -2.73621 -0.64315 0.86325
H 0.31219 -1.39133 1.18200
H -0.35452 -2.96159 2.01619
O -0.61268 -2.19269 1.38793
H -2.65565 0.55849 -0.15540
H -2.32580 2.14762 0.12934
O -2.46321 1.51494 -0.48402

The expectation value of S² is 0.750. The HOMO energy (spin up / spin down) comes out at 0.99 / -6.13 eV. As for the net charge: -1. The spin multiplicity is 2. The relative energy (zero: lowest compared OMol25 entry of this formula, charge and spin) is 176.8 kJ/mol.

(3)
The following is a DFT calculation (ωB97M-V with the def2-TZVPD basis set) of a cluster of 4 separate species, C4H17NO3 in total at a distorted geometry.

Atoms and positions in Å:
C -1.27899 -0.74465 -1.31406
N -1.03165 0.73162 -0.98239
C 0.97310 1.19142 -2.42914
C 0.41755 1.16262 -1.01472
C 1.29847 0.40092 -0.09837
H -0.72661 -1.40518 -2.11509
H -2.48214 -0.84662 -1.40125
H -1.08365 -1.46669 -0.39762
H -1.56563 1.26803 -1.65512
H 1.45159 2.24235 -2.46905
H 0.12070 1.21462 -3.13459
H 1.72942 0.44362 -2.62582
H 0.31579 2.21516 -0.57068
H 2.30594 0.78387 0.14730
H 1.41853 -0.64782 -0.05506
H 0.98521 0.44339 1.07906
H -0.42058 0.53028 3.52701
H -0.99707 -0.71304 2.94761
O -0.19763 -0.47593 3.59544
H -1.47898 0.94570 1.05170
H -2.15353 -0.43479 0.68424
O -1.99183 0.09484 1.41803
H 2.19812 -2.35351 1.68368
H 0.92958 -2.05036 2.44024
O 1.26428 -2.52986 1.68864

Its SMILES is CNC(C)C.O.O.O. The HOMO energy comes out at -9.48 eV. As for the net charge: 0. The relative energy (zero: lowest compared OMol25 entry of this formula, charge and spin) is 268.9 kJ/mol.

(4)
The following is a DFT calculation (ωB97M-V with the def2-TZVPD basis set) of a cluster of 4 separate species, C4H17NO3 in total at a distorted geometry.

Atoms and positions in Å:
C -2.43086 0.63152 -1.08539
C -0.97882 0.59506 -1.61671
N -0.16982 -0.28435 -0.64786
C -0.19268 0.09096 0.78069
C -0.53520 -1.65517 -1.00166
H -2.93690 -0.30550 -1.22858
H -2.25446 0.94733 -0.08803
H -2.94530 1.46039 -1.50257
H -0.54750 1.59200 -1.64615
H -1.02742 0.10252 -2.62736
H -0.98528 -0.52196 1.34209
H -0.57874 1.19875 0.83599
H 0.86434 0.03428 1.11542
H -1.61863 -2.09306 -0.86411
H -0.45821 -1.72262 -2.04328
H 0.02581 -2.39204 -0.49500
H 1.83980 -2.99548 3.49514
H 1.54919 -2.53049 2.08233
O 2.20533 -2.83334 2.63896
H 1.59024 2.90301 2.87363
H 0.88446 2.53981 1.65433
O 0.88788 2.40543 2.63829
H 2.01333 0.72442 -1.13012
H 3.25845 0.75151 -1.92766
O 2.54099 1.35703 -1.55241

Its SMILES is CCN(C)C.O.O.O. The HOMO energy comes out at -8.63 eV. As for the net charge: 0. The relative energy (zero: lowest compared OMol25 entry of this formula, charge and spin) is 233.1 kJ/mol.

(5)
The following is a DFT calculation (ωB97M-V with the def2-TZVPD basis set) of a cluster of 4 separate species, C4H17NO3 in total at a distorted geometry.

Atoms and positions in Å:
C 0.56566 -0.93312 1.08730
C 1.00196 -1.47086 -0.25039
C 0.56783 -0.55350 -1.37527
C 0.89861 -1.17959 -2.73694
N 2.39565 -1.89090 -0.20378
H 0.74734 -1.63356 1.89308
H 0.96032 0.06788 1.35446
H -0.41647 -0.50373 0.90046
H 0.50022 -2.44106 -0.34321
H -0.49628 -0.33682 -1.26393
H 1.14554 0.37772 -1.31127
H 1.97039 -1.09042 -2.91117
H 0.52373 -2.20451 -2.75470
H 0.40538 -0.74510 -3.60478
H 2.76835 -2.11501 -1.10014
H 3.02939 -1.47161 0.45323
H -3.93576 3.39927 0.40546
H -3.29550 4.73018 0.86870
O -3.14030 3.93424 0.34167
H -0.61850 6.33484 2.23071
H -0.79753 6.46668 0.73645
O -0.80353 6.98743 1.54756
H -1.31837 -4.07216 1.44096
H -1.59872 -5.23005 2.28969
O -1.05940 -4.42625 2.30584

Its SMILES is CC[C@H](C)N.O.O.O. The HOMO energy comes out at -8.73 eV. As for the net charge: 0. The relative energy (zero: lowest compared OMol25 entry of this formula, charge and spin) is 104.7 kJ/mol.

(6)
The following is a DFT calculation (ωB97M-V with the def2-TZVPD basis set) of a cluster of 4 separate species, C4H17NO3 in total at a distorted geometry.

Atoms and positions in Å:
C 1.55126 0.28752 2.22698
C 0.71103 0.99890 1.09735
N 1.21318 0.70815 -0.25300
C 0.32192 1.39221 -1.24800
C -0.05706 0.30896 -2.28632
H 1.15787 0.52239 3.20282
H 2.55455 0.61002 2.00575
H 1.33810 -0.77812 2.25603
H -0.35194 0.70363 1.23274
H 0.73533 2.09028 1.28082
H 2.28742 0.79068 -0.33701
H -0.62992 1.74297 -0.76978
H 0.72917 2.26477 -1.75165
H -0.87987 0.72120 -2.89693
H 0.79902 0.13479 -2.99603
H -0.38625 -0.68560 -1.99465
H -2.68509 0.58238 1.38530
H -2.17784 -0.40051 0.25772
O -2.42299 0.54480 0.45907
H 0.81759 -1.14555 -0.24310
H 0.78121 -2.46270 -1.07431
O 0.49410 -2.06775 -0.24502
H -2.42323 -2.63631 -0.30374
H -1.26234 -2.18732 0.56479
O -2.21520 -2.03979 0.43018

The expectation value of S² is 0.754. The HOMO energy (spin up / spin down) comes out at -14.35 / -14.30 eV. As for the net charge: +1. The spin multiplicity is 2. The relative energy (zero: lowest compared OMol25 entry of this formula, charge and spin) is 73.8 kJ/mol.

(7)
The following is a DFT calculation (ωB97M-V with the def2-TZVPD basis set) of a cluster of 5 separate species, C4H17NO6 in total at a distorted geometry.

Atoms and positions in Å:
O 0.45082 -0.73969 -1.11882
C 0.18184 -1.56802 -0.22990
O 1.16579 -1.93502 0.63424
C -1.09917 -2.44603 -0.12027
C -2.00943 -1.71338 0.73184
C -1.78772 -0.20825 1.00146
N -2.21632 0.80478 -0.02591
H 1.90657 -1.29799 0.64746
H -0.94829 -3.36770 0.36240
H -1.49645 -2.54178 -1.11514
H -2.35332 -2.17775 1.69880
H -3.08056 -1.81265 0.29234
H -0.68794 -0.09834 1.30816
H -2.25942 0.14074 1.94858
H -3.25340 0.78244 -0.09331
H -1.67879 0.75547 -0.88598
H 0.62833 0.43175 -2.49978
H -0.31455 0.70224 -3.55777
O 0.53932 0.96695 -3.22391
H 1.68446 1.41935 3.01753
H 2.62041 1.91067 1.89852
O 2.53025 1.25786 2.48339
H 1.30942 3.14290 -1.78821
H 0.67607 2.20132 -0.77243
O 0.94829 3.19601 -0.80548
H 2.40270 1.16432 -0.47206
H 3.25247 0.66561 0.72528
O 2.88864 0.36418 -0.04103

Its SMILES is NCCCC(=O)O.O.O.O.O. The HOMO energy comes out at -9.38 eV. As for the net charge: 0. The relative energy (zero: lowest compared OMol25 entry of this formula, charge and spin) is 190.1 kJ/mol.

(8)
The following is a DFT calculation (ωB97M-V with the def2-TZVPD basis set) of a cluster of 6 separate species, C4H17NO7S in total at a distorted geometry.

Atoms and positions in Å:
C 2.13990 -1.12603 -0.25988
N 1.66115 0.26311 -0.24971
C 0.40536 0.67117 0.12616
O -0.39663 -0.22266 0.56157
O 0.14472 1.90304 0.12776
C 1.82639 -1.78824 -1.60912
C 2.50993 -3.15070 -1.87617
S 2.91424 -3.48354 -3.64150
H 1.61557 -1.70452 0.49293
H 3.18521 -0.97387 0.02005
H 2.32933 1.01109 -0.30988
H 0.76671 -2.01493 -1.44853
H 1.89461 -1.16450 -2.47911
H 1.81052 -3.91140 -1.53202
H 3.44360 -3.20674 -1.31135
H -4.62167 0.09077 1.16690
H -4.17199 -0.78297 0.15524
O -4.86825 -0.78672 0.83410
H -2.58394 1.23067 0.09266
H -1.87921 2.30411 0.65578
O -2.80209 2.02258 0.63346
H -0.58131 1.73104 2.10935
H -1.27408 0.94238 3.17861
O -0.81035 1.77530 3.04948
H -2.29276 -0.48224 -1.48440
H -1.74925 -0.57256 -0.00632
O -2.60706 -0.40247 -0.57755
H 0.97366 3.69681 0.54316
H 1.47829 3.85873 1.95189
O 1.53938 4.27331 1.08645

The HOMO energy comes out at -0.54 eV. As for the net charge: -2. The relative energy (zero: lowest compared OMol25 entry of this formula, charge and spin) is 14.6 kJ/mol.

(9)
The following is a DFT calculation (ωB97M-V with the def2-TZVPD basis set) of a cluster of 4 separate species, C4H18N2O3S in total at a distorted geometry.

Atoms and positions in Å:
C 1.54613 -0.17998 1.92851
N 0.69286 -0.42367 0.80525
C -0.37695 0.57292 0.45248
C -0.40724 1.79255 1.31462
S -1.53650 3.15861 0.78144
C -1.63877 -0.14491 0.18722
N -1.79120 -0.22675 -1.31271
H 0.97541 -0.16818 2.74509
H 1.72641 0.92710 2.14640
H 2.47417 -0.90535 1.85153
H 0.30578 -1.44300 1.03957
H -0.01641 1.01424 -0.50812
H 0.68314 2.02646 1.53509
H -0.69137 1.48173 2.33000
H -1.15475 3.11355 -0.51713
H -1.67557 -1.21417 0.61537
H -2.48081 0.25292 0.63484
H -2.61380 0.19357 -1.82387
H -1.51863 -1.20991 -1.56923
H 1.32589 -1.23510 -1.26672
H 1.71511 -2.23725 -2.23946
O 1.06232 -1.98232 -1.65248
H 0.99434 -3.23817 -0.73915
H 1.63359 -3.17758 0.59013
O 1.14895 -3.71085 0.06045
H 0.60286 2.71264 -2.48561
H -0.64083 1.64187 -2.35613
O -0.34411 2.60902 -2.54736

The expectation value of S² is 0.750. The HOMO energy (spin up / spin down) comes out at 0.75 / -5.68 eV. As for the net charge: -1. The spin multiplicity is 2.